The following is a DFT calculation (ωB97M-V with the def2-TZVPD basis set) of C26H24P2Se2Te2Tl as an isolated structure.

CARTESIAN COORDINATES (ANGSTROEM)
1 C 0.236 -4.042 1.350
2 H -2.747 0.838 -1.387
3 P -1.140 -1.782 -1.773
4 H -0.385 5.350 -3.155
5 C 3.007 1.267 2.927
6 C 0.658 3.618 -2.455
7 Te 5.565 -3.189 2.141
8 H 1.881 -0.549 3.031
9 C -0.323 4.593 -2.385
10 C -0.332 -0.100 -1.711
11 P 2.128 1.413 -1.600
12 H -5.080 1.168 -0.748
13 C -1.219 4.596 -1.328
14 C -0.102 2.703 -0.374
15 H -0.956 -1.475 3.197
16 C 1.158 -0.129 -2.035
17 H 3.490 3.084 0.120
18 H 0.260 -3.613 3.447
19 Te 5.634 -0.703 1.012
20 C 3.471 2.279 2.102
21 C -0.051 -3.278 2.469
22 C 1.948 0.220 1.037
23 C -3.729 -2.395 -1.205
24 Se 5.314 -1.210 -1.428
25 H 0.007 2.010 0.448
26 H -1.624 -0.684 0.973
27 H -0.839 0.526 -2.451
28 C -5.526 -0.922 -0.639
29 C 2.393 1.245 0.207
30 C -3.375 -0.026 -1.231
31 C -1.080 -1.618 1.070
32 C -2.872 -1.311 -1.382
33 H 4.077 3.075 2.506
34 H 3.236 1.272 3.981
35 C -0.720 -2.071 2.326
36 H -3.344 -3.392 -1.368
37 C 0.769 2.657 -1.459
38 Tl 3.159 -2.606 0.243
39 H -6.548 -0.767 -0.319
40 H 1.681 -0.958 -1.534
41 Se 3.390 -3.117 3.401
42 H 1.312 -0.275 -3.110
43 C 2.238 0.247 2.395
44 H 1.356 3.605 -3.281
45 C -0.747 -2.354 -0.064
46 C -1.107 3.651 -0.322
47 H -0.510 0.311 -0.715
48 H 0.715 -5.003 1.469
49 H -5.675 -3.062 -0.649
50 C 3.153 2.275 0.758
51 H -2.002 5.337 -1.283
52 C -5.039 -2.206 -0.818
53 H 1.311 -0.578 0.668
54 C -4.699 0.163 -0.867
55 H -1.803 3.656 0.506
56 H 0.126 -4.167 -0.793
57 C -0.098 -3.576 0.086

Summary:
Charge: -1
Lowest unoccupied orbital energy, eV: 2.360
Kohn-Sham gap, eV: 5.995

Quick look at the natural (NBO) charges, all values in e:
1 C -0.2057
2 H 0.2208
3 P 0.8175
4 H 0.2065
5 C -0.2061
6 C -0.2428
7 Te 0.0218
8 H 0.2400
9 C -0.2206
10 C -0.7098
11 P 0.8327
12 H 0.2078
13 C -0.2210
14 C -0.2386
15 H 0.2124
16 C -0.7130
17 H 0.2105
18 H 0.2281
19 Te 0.0201
20 C -0.2080
21 C -0.1800
22 C -0.2924
23 C -0.1533
24 Se -0.7607
25 H 0.2215
26 H 0.2055
27 H 0.2273
28 C -0.2273
29 C -0.2263
30 C -0.2328
31 C -0.1569
32 C -0.3189
33 H 0.2062
34 H 0.2119
35 C -0.2381
36 H 0.2055
37 C -0.2261
38 Tl 0.5165
39 H 0.2066
40 H 0.2370
41 Se -0.7989
42 H 0.2354
43 C -0.1922
44 H 0.2158
45 C -0.3543
46 C -0.2130
47 H 0.2248
48 H 0.2252
49 H 0.2059
50 C -0.2427
51 H 0.2049
52 C -0.2164
53 H 0.2224
54 C -0.2082
55 H 0.2073
56 H 0.2200
57 C -0.2137


The following is a DFT calculation (ωB97M-V with the def2-TZVPD basis set) of a 2-piece molecular cluster, C13H14N2 overall at a distorted geometry.

CARTESIAN COORDINATES (ANGSTROEM)
1 C 1.151 -1.050 2.321
2 C -0.567 -1.630 0.810
3 C 0.265 -1.357 -0.264
4 N 1.039 1.165 -2.280
5 H -0.697 -1.901 2.967
6 H 1.818 -1.236 3.274
7 H 2.259 -1.149 -1.967
8 C -0.840 1.671 0.168
9 H 1.707 1.599 -0.498
10 H 3.471 -0.498 -0.709
11 C -1.646 0.442 -1.664
12 H -4.148 0.954 0.605
13 C 2.081 1.011 -1.386
14 H -3.702 -0.217 -1.619
15 C 1.923 -0.655 1.285
16 H -1.300 -0.176 -2.482
17 C 1.569 -0.860 -0.021
18 H 2.998 1.512 -1.725
19 C -0.087 -1.609 2.139
20 H 2.956 -0.285 1.466
21 H -0.162 -1.452 -1.213
22 C -2.935 0.264 -1.040
23 C -2.052 1.563 0.807
24 H -1.448 -2.249 0.640
25 C -3.098 0.969 0.114
26 H -0.073 2.369 0.607
27 C 2.476 -0.443 -1.111
28 N -0.676 1.178 -1.031
29 H -2.281 2.070 1.807

Summary:
ΔE to the lowest compared entry with this formula, charge and spin, kJ/mol: 588.80
Lowest unoccupied orbital energy (spin up / spin down), eV: 0.631 / 0.627
Kohn-Sham gap (spin up / spin down), eV: 8.193 / 8.331

Quick look at the natural (NBO) charges, all values in e:
1 C -0.2090
2 C -0.2074
3 C -0.2197
4 N -0.2449
5 H 0.2149
6 H 0.2112
7 H 0.2264
8 C 0.0385
9 H 0.2267
10 H 0.2075
11 C 0.0697
12 H 0.2201
13 C -0.3576
14 H 0.2300
15 C -0.2407
16 H 0.2213
17 C 0.0244
18 H 0.2192
19 C -0.2344
20 H 0.2033
21 H 0.2092
22 C -0.2577
23 C -0.2301
24 H 0.2080
25 C -0.1719
26 H 0.2092
27 C -0.4502
28 N -0.3467
29 H 0.2308


The following is a DFT calculation (ωB97M-V with the def2-TZVPD basis set) of a 2-piece molecular cluster, C4H12O2S overall.

CARTESIAN COORDINATES (ANGSTROEM)
1 H -1.883 0.077 0.300
2 H -2.167 1.769 0.339
3 H -0.760 1.124 2.228
4 C 0.896 -0.908 0.790
5 C 1.030 0.574 1.114
6 C -0.307 1.294 1.250
7 H 1.586 0.686 2.035
8 H -0.107 2.367 1.272
9 H -4.560 -0.251 -2.466
10 S 2.490 -1.715 0.433
11 O -0.873 1.192 -1.131
12 H 0.544 -1.447 1.660
13 H -0.864 0.351 -1.595
14 H 1.595 1.047 0.318
15 O -3.636 0.039 -2.471
16 C -1.373 1.044 0.198
17 H 0.216 -1.087 -0.040
18 H 2.776 -1.051 -0.696
19 H -3.575 0.833 -3.014

Summary:
ΔE to the lowest compared entry with this formula, charge and spin, kJ/mol: 19.75
Lowest unoccupied orbital energy, eV: 0.657
Kohn-Sham gap, eV: 9.592

Quick look at the natural (NBO) charges, all values in e:
1 H 0.1673
2 H 0.1749
3 H 0.2024
4 C -0.5010
5 C -0.4113
6 C -0.4231
7 H 0.2127
8 H 0.2088
9 H 0.4735
10 S -0.0475
11 O -0.7389
12 H 0.2155
13 H 0.4760
14 H 0.2088
15 O -0.9498
16 C -0.0640
17 H 0.2032
18 H 0.1150
19 H 0.4774


The following is a DFT calculation (ωB97M-V with the def2-TZVPD basis set) of C14H14N6OS as an isolated structure at a distorted geometry.

CARTESIAN COORDINATES (ANGSTROEM)
1 H -1.563 1.413 -1.896
2 H -4.341 0.277 -1.838
3 H 3.607 2.799 -0.033
4 N 1.747 -1.545 2.166
5 C -0.449 -2.227 0.113
6 N 2.850 -1.295 -0.861
7 N 0.628 -3.032 0.552
8 C -2.268 0.992 -1.260
9 N 3.456 -0.711 -1.909
10 H -4.765 1.607 0.192
11 C 2.773 -0.401 0.127
12 H 2.459 -2.215 -0.837
13 C 3.153 0.813 -0.418
14 C 2.230 -0.460 1.459
15 H 1.593 0.617 3.159
16 O 2.143 -3.776 1.996
17 C -1.819 -1.597 -1.547
18 N 3.662 0.597 -1.686
19 C 1.511 -2.820 1.619
20 C -3.716 1.151 -1.699
21 H -2.461 -1.825 -2.387
22 H -3.752 1.689 -2.639
23 H -2.347 1.808 0.907
24 C -2.666 1.941 -0.184
25 H 1.891 -1.657 3.136
26 C 2.033 0.753 2.178
27 S -0.958 -0.660 0.672
28 H -2.343 3.000 -0.438
29 C 3.112 1.948 0.393
30 N -1.007 -2.604 -1.007
31 H 2.674 2.878 2.277
32 C -1.760 -0.367 -0.890
33 H -4.402 2.962 -0.859
34 C 2.528 1.933 1.700
35 H 0.637 -4.007 0.228
36 C -4.068 2.020 -0.486

Summary:
ΔE to the lowest compared entry with this formula, charge and spin, kJ/mol: 197.73
Lowest unoccupied orbital energy, eV: 0.131
Kohn-Sham gap, eV: 8.402

Quick look at the natural (NBO) charges, all values in e:
1 H 0.2262
2 H 0.2142
3 H 0.2225
4 N -0.6536
5 C 0.1924
6 N -0.3611
7 N -0.6555
8 C -0.2923
9 N -0.0113
10 H 0.2051
11 C 0.1021
12 H 0.4315
13 C 0.0323
14 C 0.1331
15 H 0.2127
16 O -0.5894
17 C -0.0580
18 N -0.2126
19 C 0.7815
20 C -0.3638
21 H 0.2188
22 H 0.2082
23 H 0.2103
24 C -0.3810
25 H 0.4193
26 C -0.2253
27 S 0.3836
28 H 0.2174
29 C -0.2036
30 N -0.4689
31 H 0.2298
32 C -0.1748
33 H 0.2008
34 C -0.2195
35 H 0.4439
36 C -0.4151


The following is a DFT calculation (ωB97M-V with the def2-TZVPD basis set) of C5H12N2O2 as an isolated structure at a distorted geometry.

CARTESIAN COORDINATES (ANGSTROEM)
1 H 0.418 2.695 -1.638
2 H -1.122 -3.319 0.107
3 O 1.785 0.578 -2.100
4 C -0.153 2.267 -0.816
5 C -1.691 -1.379 0.331
6 H 0.524 -1.211 0.438
7 H 2.071 0.948 1.517
8 C 1.427 1.656 1.011
9 H 1.986 -1.708 -1.025
10 H -2.556 -0.841 0.725
11 H -1.591 -1.165 -0.739
12 H 1.323 2.634 1.470
13 N 1.523 -1.021 -0.440
14 H -1.026 1.774 -1.247
15 H -0.496 3.077 -0.172
16 C 1.457 0.170 -1.006
17 H -0.176 0.251 0.632
18 N -1.884 -2.781 0.503
19 O -0.524 -0.875 1.021
20 H -1.984 -3.024 1.481
21 C 0.688 1.274 -0.051

Summary:
ΔE to the lowest compared entry with this formula, charge and spin, kJ/mol: 354.82
Lowest unoccupied orbital energy, eV: -0.031
Kohn-Sham gap, eV: 9.297

Quick look at the natural (NBO) charges, all values in e:
1 H 0.2529
2 H 0.3649
3 O -0.6320
4 C -0.6321
5 C 0.0809
6 H 0.4793
7 H 0.2120
8 C -0.1940
9 H 0.3829
10 H 0.1744
11 H 0.1704
12 H 0.1940
13 N -0.9226
14 H 0.2141
15 H 0.2090
16 C 0.6875
17 H 0.5020
18 N -0.8261
19 O -0.7638
20 H 0.3657
21 C -0.3195


The following is a DFT calculation (ωB97M-V with the def2-TZVPD basis set) of the molecule C10H9N3 at a distorted geometry.

CARTESIAN COORDINATES (ANGSTROEM)
1 H 1.874 -2.108 0.763
2 C -2.086 -0.107 -0.102
3 C -0.756 0.025 0.329
4 H -0.374 -2.177 0.744
5 H -2.629 -0.914 0.196
6 C -0.024 -0.742 2.330
7 C -1.796 2.057 -1.052
8 N -0.545 2.145 -0.636
9 H 2.033 -2.176 -1.494
10 C 0.029 1.100 -0.056
11 C 2.217 0.073 0.315
12 H 2.139 2.055 -0.123
13 C 1.482 1.174 0.149
14 H 3.296 0.133 0.112
15 H 1.152 -0.899 -1.664
16 N 1.239 -1.699 -1.082
17 C -2.587 0.955 -0.821
18 C 0.052 -1.133 0.963
19 C 1.436 -1.299 0.278
20 N -0.259 -0.225 3.326
21 H -2.235 2.919 -1.406
22 H -3.658 0.843 -1.071

Summary:
ΔE to the lowest compared entry with this formula, charge and spin, kJ/mol: 100.79
Lowest unoccupied orbital energy, eV: 0.368
Kohn-Sham gap, eV: 9.395

Quick look at the natural (NBO) charges, all values in e:
1 H 0.2100
2 C -0.1568
3 C -0.0030
4 H 0.2705
5 H 0.2151
6 C 0.2789
7 C 0.0335
8 N -0.3918
9 H 0.3701
10 C 0.1365
11 C -0.1738
12 H 0.2403
13 C -0.2305
14 H 0.2166
15 H 0.3623
16 N -0.8209
17 C -0.2402
18 C -0.3640
19 C -0.0614
20 N -0.3054
21 H 0.1919
22 H 0.2222